Here is a molecular structure, C42H38FeN3OS3Se4 from the OMol25 dataset. Energies are from ωB97M-V with the def2-TZVPD basis set.

Computed properties:
Multiplicity: 6
M, u: 1068.67
Net charge: 0
LUMO energy (alpha / beta), eV: 0.2841 / -0.3324
Orbital gap (alpha / beta), eV: 6.4 / 6.0
Energy above the lowest of the compared OMol25 structures with the same formula, charge and spin, eV: 0.741
Strongest force on any atom, eV/A: 0.54
Electronic energy, eV: -378969.2242

Geometry (Å):
Fe (-0.320, 0.061, -0.452)
N (0.092, 0.868, 1.707)
C (-0.104, 0.467, 3.084)
C (-0.233, 1.477, 4.035)
C (-0.460, 1.186, 5.368)
C (-0.563, -0.137, 5.767)
C (-0.427, -1.146, 4.830)
C (-0.197, -0.872, 3.479)
C (0.010, -2.058, 2.591)
C (1.046, -2.932, 2.934)
C (1.263, -4.110, 2.241)
C (0.435, -4.440, 1.178)
C (-0.597, -3.590, 0.816)
C (-0.817, -2.416, 1.524)
H (-0.607, 1.575, 1.462)
H (0.992, 1.323, 1.583)
H (-0.156, 2.508, 3.707)
H (-0.561, 1.987, 6.088)
H (-0.750, -0.384, 6.803)
H (-0.507, -2.181, 5.136)
H (1.687, -2.666, 3.768)
H (2.082, -4.761, 2.522)
H (0.595, -5.353, 0.620)
H (-1.233, -3.836, -0.023)
S (1.219, 1.856, -1.246)
C (0.394, 3.350, -1.064)
N (1.108, 4.530, -1.147)
C (0.461, 5.752, -0.720)
C (-0.920, 5.804, -1.314)
N (-1.655, 4.614, -0.937)
C (-3.064, 4.812, -0.636)
C (-3.251, 5.492, 0.703)
C (-3.898, 6.716, 0.801)
C (-4.051, 7.340, 2.035)
C (-3.553, 6.739, 3.180)
C (-2.904, 5.513, 3.089)
C (-2.754, 4.894, 1.859)
C (-1.019, 3.409, -0.858)
S (-1.957, 2.002, -0.527)
C (2.563, 4.572, -1.181)
C (3.178, 4.866, 0.172)
C (2.868, 4.072, 1.275)
C (3.428, 4.333, 2.515)
C (4.316, 5.392, 2.671)
C (4.628, 6.189, 1.581)
C (4.054, 5.930, 0.341)
H (1.059, 6.598, -1.063)
H (0.393, 5.805, 0.375)
H (-0.860, 5.887, -2.406)
H (-1.453, 6.673, -0.928)
H (-3.558, 3.843, -0.650)
H (-3.500, 5.424, -1.429)
H (-4.287, 7.188, -0.094)
H (-4.557, 8.294, 2.097)
H (-3.671, 7.221, 4.141)
H (-2.522, 5.036, 3.982)
H (-2.259, 3.932, 1.782)
H (2.866, 5.349, -1.887)
H (2.916, 3.615, -1.557)
H (2.192, 3.239, 1.137)
H (3.177, 3.708, 3.365)
H (4.755, 5.597, 3.639)
H (5.311, 7.021, 1.695)
H (4.296, 6.560, -0.507)
Se (-2.218, -1.202, 1.002)
Se (-3.600, -2.398, -0.389)
Se (-2.437, -2.704, -2.408)
Se (-0.696, -1.148, -2.573)
O (1.564, -1.017, -0.300)
S (2.715, -0.895, 0.671)
C (3.582, -2.449, 0.494)
C (3.201, -3.308, -0.521)
C (3.864, -4.522, -0.644)
C (4.878, -4.858, 0.243)
C (5.237, -3.985, 1.263)
C (4.583, -2.770, 1.396)
C (3.940, 0.138, -0.128)
C (4.632, 1.050, 0.647)
C (5.529, 1.916, 0.034)
C (5.714, 1.853, -1.338)
C (5.005, 0.932, -2.106)
C (4.108, 0.069, -1.503)
H (2.382, -3.031, -1.175)
H (3.580, -5.208, -1.431)
H (5.388, -5.807, 0.143)
H (6.022, -4.252, 1.957)
H (4.846, -2.084, 2.193)
H (4.449, 1.110, 1.713)
H (6.058, 2.652, 0.627)
H (6.405, 2.533, -1.818)
H (5.139, 0.901, -3.178)
H (3.512, -0.624, -2.086)



Here is 8 unconnected molecules or ions with the total composition C36H92F6N6O6P2 at a distorted geometry from the OMol25 dataset. Energies are from ωB97M-V with the def2-TZVPD basis set.

Computed properties:
M, u: 881.10
Net charge: +6
LUMO energy, eV: -12.6595
Orbital gap, eV: 7.6
Energy above the lowest of the compared OMol25 structures with the same formula, charge and spin, eV: 0.000
Strongest force on any atom, eV/A: 2.59
Electronic energy, eV: -94876.0795

Geometry (Å):
C (-22.842, 14.705, 6.641)
C (-22.438, 15.450, 7.915)
C (-23.156, 16.792, 8.145)
C (-22.881, 17.796, 7.006)
P (-22.964, 19.554, 7.446)
C (-21.979, 19.913, 8.914)
C (-21.796, 21.411, 9.232)
C (-20.851, 21.605, 10.416)
C (-19.542, 20.813, 10.366)
C (-24.646, 19.996, 7.916)
C (-25.697, 19.806, 6.819)
C (-27.106, 20.128, 7.325)
C (-28.180, 19.766, 6.298)
C (-22.344, 20.488, 6.022)
C (-20.827, 20.265, 5.821)
C (-20.265, 21.267, 4.816)
C (-20.796, 21.148, 3.384)
H (-22.483, 15.205, 5.725)
H (-23.924, 14.686, 6.492)
H (-22.290, 13.786, 6.459)
H (-21.350, 15.568, 7.875)
H (-22.587, 14.832, 8.804)
H (-22.705, 17.229, 9.035)
H (-24.217, 16.565, 8.261)
H (-23.457, 17.694, 6.080)
H (-21.868, 17.562, 6.658)
H (-20.980, 19.508, 8.717)
H (-22.355, 19.324, 9.755)
H (-22.761, 21.911, 9.319)
H (-21.311, 21.881, 8.367)
H (-21.415, 21.490, 11.345)
H (-20.551, 22.656, 10.457)
H (-19.053, 20.883, 9.393)
H (-19.720, 19.798, 10.726)
H (-18.840, 21.267, 11.063)
H (-24.660, 21.053, 8.183)
H (-24.779, 19.297, 8.750)
H (-25.719, 18.766, 6.467)
H (-25.483, 20.490, 5.994)
H (-27.162, 21.166, 7.663)
H (-27.265, 19.572, 8.257)
H (-28.221, 18.668, 6.305)
H (-27.838, 20.082, 5.312)
H (-29.169, 20.131, 6.552)
H (-22.486, 21.549, 6.244)
H (-22.950, 20.211, 5.158)
H (-20.674, 19.213, 5.569)
H (-20.305, 20.491, 6.753)
H (-19.202, 21.027, 4.738)
H (-20.362, 22.294, 5.164)
H (-20.447, 20.227, 2.915)
H (-20.439, 22.011, 2.824)
H (-21.885, 21.212, 3.311)
C (-25.577, 8.202, 4.965)
C (-26.051, 7.059, 4.083)
C (-26.853, 6.033, 4.863)
O (-27.490, 5.175, 3.969)
C (-27.300, 3.775, 4.129)
N (-27.090, 7.598, 3.077)
H (-27.396, 6.868, 2.423)
H (-27.913, 7.876, 3.623)
H (-26.758, 8.453, 2.636)
H (-24.960, 8.903, 4.384)
H (-24.863, 7.860, 5.711)
H (-26.392, 8.824, 5.333)
H (-25.329, 6.645, 3.382)
H (-27.616, 6.577, 5.441)
H (-26.237, 5.470, 5.569)
H (-27.888, 3.310, 4.921)
H (-26.243, 3.515, 4.238)
H (-27.621, 3.281, 3.213)
C (-19.919, 15.784, 4.060)
C (-19.935, 15.693, 2.541)
C (-18.735, 16.255, 1.844)
O (-18.637, 15.631, 0.588)
C (-17.641, 16.249, -0.235)
N (-20.098, 14.215, 2.209)
H (-20.580, 13.698, 2.963)
H (-20.652, 13.946, 1.396)
H (-19.219, 13.695, 2.125)
H (-20.724, 15.271, 4.579)
H (-20.053, 16.837, 4.336)
H (-18.943, 15.548, 4.491)
H (-20.889, 16.139, 2.257)
H (-17.776, 16.138, 2.368)
H (-18.836, 17.346, 1.752)
H (-16.713, 16.447, 0.312)
H (-17.996, 17.241, -0.528)
H (-17.449, 15.602, -1.080)
C (-25.731, 14.049, 4.196)
C (-27.002, 13.680, 3.482)
O (-27.201, 13.301, 2.378)
N (-28.257, 13.791, 4.341)
H (-28.857, 12.968, 4.222)
H (-28.036, 13.740, 5.342)
C (-28.972, 15.130, 4.168)
H (-25.197, 13.227, 4.672)
H (-25.956, 14.760, 4.996)
H (-25.107, 14.601, 3.498)
H (-28.330, 15.954, 4.465)
H (-29.893, 15.154, 4.744)
H (-29.169, 15.160, 3.099)
C (-25.915, 14.444, -3.456)
C (-26.572, 13.215, -2.907)
O (-27.696, 12.924, -3.091)
N (-25.761, 12.271, -1.994)
H (-26.137, 11.330, -2.129)
H (-24.782, 12.311, -2.283)
C (-25.977, 12.712, -0.539)
H (-25.289, 14.217, -4.323)
H (-25.267, 14.974, -2.755)
H (-26.736, 15.085, -3.763)
H (-25.323, 13.563, -0.389)
H (-25.702, 11.868, 0.084)
H (-27.036, 12.932, -0.466)
C (-24.978, 12.489, 9.854)
C (-24.101, 11.730, 8.893)
O (-23.414, 12.154, 8.039)
N (-23.882, 10.254, 9.339)
H (-23.382, 10.279, 10.239)
H (-24.810, 9.912, 9.611)
C (-23.218, 9.385, 8.337)
H (-25.072, 13.466, 9.386)
H (-24.390, 12.589, 10.770)
H (-25.940, 12.026, 10.060)
H (-22.409, 9.909, 7.835)
H (-23.940, 9.169, 7.554)
H (-22.878, 8.481, 8.831)
C (-18.304, 8.839, 2.464)
C (-19.411, 7.900, 2.114)
O (-19.674, 6.879, 2.628)
N (-20.384, 8.428, 1.015)
H (-20.801, 9.287, 1.401)
H (-19.721, 8.715, 0.288)
C (-21.386, 7.387, 0.609)
H (-17.478, 8.259, 2.873)
H (-18.630, 9.487, 3.281)
H (-17.941, 9.401, 1.604)
H (-21.891, 7.034, 1.498)
H (-20.772, 6.566, 0.241)
H (-21.965, 7.784, -0.215)
P (-22.257, 11.408, 3.980)
F (-21.300, 10.939, 2.720)
F (-21.590, 10.388, 4.967)
F (-21.167, 12.545, 4.397)
F (-23.375, 11.846, 5.070)
F (-22.828, 12.644, 3.001)
F (-23.389, 10.410, 3.373)



Here is 8 unconnected molecules or ions with the total composition C4H24O8 at a distorted geometry from the OMol25 dataset. Energies are from ωB97M-V with the def2-TZVPD basis set.

Computed properties:
M, u: 200.23
Net charge: 0
LUMO energy, eV: 0.1596
Orbital gap, eV: 10.6
Energy above the lowest of the compared OMol25 structures with the same formula, charge and spin, eV: 0.231
Strongest force on any atom, eV/A: 1.15
Electronic energy, eV: -20917.4745

Geometry (Å):
C (0.278, -1.959, 0.567)
C (1.525, -2.609, 1.136)
O (1.199, -3.227, 2.374)
H (-0.531, -2.671, 0.411)
H (0.555, -1.516, -0.390)
H (-0.086, -1.198, 1.254)
H (2.284, -1.828, 1.280)
H (1.930, -3.340, 0.428)
H (1.894, -3.836, 2.635)
C (1.725, 0.884, 2.768)
C (0.382, 1.463, 2.386)
O (0.416, 1.906, 1.023)
H (2.426, 1.679, 3.033)
H (2.184, 0.380, 1.908)
H (1.697, 0.112, 3.532)
H (0.113, 2.274, 3.064)
H (-0.371, 0.677, 2.506)
H (-0.173, 2.665, 0.955)
O (-1.439, 0.491, -0.840)
H (-0.845, 0.870, -0.182)
H (-1.030, 0.719, -1.695)
O (-0.554, 2.532, -4.666)
H (0.304, 2.964, -4.679)
H (-0.415, 1.711, -4.166)
O (2.050, 0.786, -1.314)
H (1.659, 1.186, -0.523)
H (3.000, 0.842, -1.179)
O (-2.854, -1.063, 1.256)
H (-2.608, -0.590, 0.449)
H (-3.368, -1.814, 0.949)
O (0.031, 0.251, -3.176)
H (-0.254, -0.646, -2.969)
H (0.859, 0.369, -2.674)
O (-4.229, 0.694, -1.568)
H (-4.437, 0.444, -2.472)
H (-3.320, 0.397, -1.420)